Density functional theory data (the ωB97M-V functional and the def2-TZVPD basis) for a structure of composition C30H32N4O2S7Sn.

Calculated values
LUMO energy in Eh: 0.1577
Energy above the lowest of the compared OMol25 structures with the same formula, charge and spin in kJ/mol: 0.0
Charge: -2
HOMO in Ha: -0.0531
Spin multiplicity: 1

```
76
Properties=species:S:1:pos:R:3:forces:R:3
H -0.26299 -0.26182 5.59551 -0.02 0.01 -0.01
C -2.48048 0.77096 -2.19779 -0.01 -0.03 0.01
N -1.27110 1.34151 -2.77677 0.01 -0.04 -0.02
H -3.80250 2.19584 1.30038 -0.01 0.00 -0.01
H 4.83329 -3.15156 -1.86063 0.00 0.00 0.00
C -2.90698 2.13426 1.90549 0.01 0.00 0.01
H -3.23649 -0.93077 0.68708 0.00 0.00 0.00
C 4.00942 0.35950 -2.89342 0.02 0.00 0.03
O -1.08721 -4.67249 2.18150 0.13 -0.09 0.08
C 4.28637 -3.16320 -0.91324 0.02 -0.03 -0.02
H -2.37251 -0.31601 -2.22067 0.02 0.00 0.01
H -3.35929 1.01203 -2.82270 0.00 0.00 -0.01
S 6.11842 0.34343 -1.27650 0.00 -0.06 0.00
N -1.90583 0.65735 0.22132 0.00 -0.02 0.05
H 3.97943 -4.49252 0.77047 0.00 0.00 0.00
H -3.13216 -3.32381 2.99563 0.00 0.00 0.00
C -2.86019 2.82284 3.11022 -0.01 0.00 -0.01
S 2.40051 0.43825 -3.54739 -0.01 -0.01 0.03
C -0.92794 0.67385 -4.02587 -0.03 0.02 -0.02
C -0.33786 -1.76581 4.07630 -0.05 -0.02 -0.02
C -2.52125 -2.64028 3.57130 -0.01 -0.03 -0.01
H 0.52647 -2.00123 1.66735 0.03 0.04 -0.04
C -2.16040 3.36771 -3.81567 0.00 0.00 0.00
H -1.47893 6.61687 -3.21922 0.00 0.00 0.00
C -0.60461 -3.57085 2.30514 -0.34 0.19 -0.29
C -0.65946 1.28351 2.23836 -0.02 0.02 -0.01
H -0.07842 1.17600 -4.48487 0.00 -0.01 0.00
H -2.76815 2.72756 -4.44665 0.00 0.00 0.00
N 0.37919 -3.00578 1.51373 0.02 -0.13 0.18
C -2.24000 4.74288 -3.95314 0.00 0.01 0.00
H 0.72760 -1.73855 3.89802 0.02 0.01 0.01
C -0.90005 -0.93233 5.03352 0.04 0.00 0.00
C -0.60054 4.95473 -2.20710 0.00 0.00 0.00
C -1.15003 -2.61958 3.33910 0.16 -0.07 0.15
C -2.17419 -0.75747 0.44547 0.04 0.05 0.00
S 5.32602 0.28005 -4.06997 0.00 -0.01 0.00
C -2.77216 1.24514 -0.78178 -0.03 0.03 0.01
H -0.63533 -0.35667 -3.81125 -0.01 0.00 0.00
C 4.54475 -4.46413 -0.16338 -0.01 -0.01 0.00
C -1.31366 2.77257 -2.88454 0.02 0.03 -0.02
H -3.83549 1.02162 -0.57703 -0.01 0.00 0.00
C -0.64144 1.98358 3.44973 0.00 0.01 -0.02
S 3.36794 0.48922 -0.17544 -0.08 0.03 -0.01
H 0.26885 1.94317 4.03516 0.01 -0.01 0.00
C 4.38497 0.36795 -1.59889 -0.06 0.04 -0.03
H 4.23091 -5.32838 -0.75263 0.00 0.01 0.00
C 2.81373 -2.93690 -1.22431 0.00 0.02 -0.02
S 0.57254 2.95962 -0.80529 0.00 0.05 -0.06
H 0.02320 5.57543 -1.57588 0.00 0.00 0.00
H 5.60443 -4.57361 0.07779 0.00 -0.01 0.00
H -1.64871 3.27968 4.82576 0.00 0.00 0.00
H -1.76600 0.65815 -4.74189 0.00 0.00 0.00
O 7.84420 0.19300 -3.26956 0.00 0.01 -0.01
H 2.18239 -1.85808 0.43916 -0.06 -0.02 0.00
S 0.74862 -5.07835 -0.20142 -0.02 0.02 0.00
H -3.70841 3.41726 3.42906 0.00 0.00 0.00
C -1.44508 5.53651 -3.13242 0.00 0.00 0.00
C -3.08283 -1.78992 4.50887 0.02 0.00 -0.02
H -1.57043 -1.09697 1.28179 -0.01 0.02 -0.02
H -1.89996 -1.35516 -0.42474 0.00 0.00 -0.02
C -1.83186 1.37132 1.45785 0.02 -0.02 -0.05
H -2.65044 2.32932 -0.74144 -0.02 0.00 0.00
Sn 0.86553 0.41111 -1.09293 0.05 -0.01 -0.09
H 2.69751 -2.03229 -1.82889 0.00 -0.04 0.00
H 4.65646 -2.31197 -0.33740 0.00 0.03 0.01
C 6.67634 0.25785 -2.94355 0.00 0.00 0.01
C -0.50840 3.55979 -2.04749 0.06 0.02 0.04
H -2.90192 5.18627 -4.68721 0.00 0.00 0.00
C -1.71542 2.74181 3.88639 0.00 0.01 0.02
N 2.02849 -2.75797 -0.01110 0.02 0.14 0.03
H 2.39106 -3.78062 -1.76565 -0.01 0.00 -0.01
H -4.15501 -1.78405 4.66202 0.00 -0.01 0.00
H -2.70831 -0.25601 5.96333 0.01 0.01 0.00
C -2.26974 -0.93428 5.24164 -0.02 0.02 0.01
C 1.06907 -3.57142 0.43934 0.08 -0.08 -0.02
S 0.78244 0.41134 1.75393 0.02 -0.08 0.15
```
Positions in Å, forces in eV/Å.

These are the Mulliken partial charges, in e, on atoms 1 to 5: H 0.3398; C -1.3247; N 1.2965; H 0.3581; H 0.3953